21
Properties=species:S:1:pos:R:3:forces:R:3:lowdin_charge:R:1 method="wB97M-V/def2-TZVPD" homo_ev=-3.266 total_charge=-1 relative_energy_ev=2.0612
C -0.039560 0.126110 1.612593 -3.0587 -0.6481 -2.1922 -0.168
N -0.278371 1.195799 0.565827 -3.4729 -4.6144 0.7363 -0.068
C 0.342254 0.988241 -0.793700 2.1926 -0.8035 3.1845 -0.536
O 1.324000 1.843407 -0.776536 2.2339 1.8788 -1.3408 -0.301
C -0.907402 -1.215790 1.080426 2.0103 3.0711 -1.4682 -0.224
N -2.250504 -0.920058 0.367548 2.1645 0.1706 -0.2116 -0.028
H 0.992271 -0.152483 1.626949 0.8414 -0.3926 0.2356 0.067
H -0.426128 0.314794 2.651290 0.4012 0.5808 -1.0879 0.093
H 0.100590 2.028456 0.799346 1.5389 3.0715 1.1399 0.021
H 0.751941 -0.087729 -0.809588 -0.7430 0.3110 -0.1881 0.107
H -0.306004 1.200353 -1.594136 -1.8175 -0.0564 -1.1951 0.068
H -0.103695 -1.749556 0.496853 -1.3374 0.5030 -0.4141 0.094
H -0.979068 -1.831567 1.901287 -1.0759 -1.3404 2.0583 0.030
H -2.297158 0.113464 0.125384 0.5987 -1.3794 0.7535 0.064
H -2.052071 -1.357430 -0.543668 -0.6301 0.1827 0.6754 -0.001
H -1.879354 -1.295204 -2.269959 1.0539 -0.1019 -0.9600 0.033
H -0.637097 -0.580594 -1.865473 0.3731 -0.4794 -0.8665 -0.022
O -0.939654 -1.205016 -2.570287 -1.4290 0.3771 1.2569 -0.109
H 2.680650 1.317670 0.399098 0.1995 -0.7576 -1.0461 0.021
H 3.529161 0.650984 -0.658209 -0.0505 0.2557 -1.9454 -0.023
O 3.375203 0.616158 0.254953 0.0070 0.1714 2.8755 -0.118